A structure of composition C33H35BrF5NO2S4TaTe in a non-equilibrium geometry, computed with wB97M-V/def2-TZVPD.

Computed properties:
Gap between HOMO and LUMO   0.2538 hartree
LUMO energy   -4.003 eV
Energy relative to the best compared isomer or geometry (same formula, charge and spin)   31.3 kcal/mol
F_max   0.02274 hartree/bohr
Molecular weight   1089.4 g mol⁻¹
HOMO energy   -0.401 hartree

ORCA input file:
```
! RIJCOSX wB97M-V def2-TZVPD def2/J DEFGRID3
* xyz 1 1
Ta 1.29736 0.71497 0.88204
S 3.01111 -0.84349 1.44460
C 4.47408 -0.09594 0.79544
C 5.68188 -0.19832 1.46864
C 6.84613 0.26121 0.86822
C 6.81735 0.80738 -0.40634
C 5.61196 0.91435 -1.08728
C 4.45217 0.47816 -0.47039
S 2.86449 0.65653 -1.26201
C 2.89167 2.43590 -1.56062
C 1.49626 2.97044 -1.63691
C 1.25597 3.97550 -2.55106
C 0.01066 4.58003 -2.59560
C -0.94259 4.13916 -1.71103
C -0.64454 3.10834 -0.82753
C -1.76775 2.73541 0.09394
S -1.38967 1.45730 1.29299
C -1.68611 2.17031 2.87826
C -2.16407 3.35008 3.28017
C -2.01347 3.75263 4.66649
C -0.96319 3.39594 5.44096
C 0.14560 2.56984 5.00626
C -0.00526 1.58218 4.10775
S 1.26868 0.65052 3.33863
N 0.55084 2.50117 -0.78558
H 5.70736 -0.63705 2.45691
H 7.78437 0.18407 1.40045
H 7.72991 1.15100 -0.87292
H 5.58322 1.33535 -2.08420
H 3.41477 2.62574 -2.49446
H 3.43070 2.90450 -0.73865
H 2.05199 4.28977 -3.21065
H -0.19776 5.38003 -3.29235
H -1.92473 4.58993 -1.67328
H -2.61630 2.38473 -0.49495
H -2.06540 3.63767 0.62515
H -2.58952 4.05510 2.57865
H -2.70386 4.49421 5.04624
H -0.86477 3.87832 6.40557
H 1.14092 2.79086 5.37249
C -2.45383 -6.58627 0.54578
C -2.58611 -5.62229 -0.63298
C -2.00747 -6.29744 -1.88343
C -4.07612 -5.32306 -0.85422
C -1.84577 -4.31248 -0.38270
C -1.13647 -4.05270 0.77516
C -0.49182 -2.84100 0.94645
Br 0.37424 -2.61886 2.60426
C -0.50559 -1.83708 -0.03043
O 0.18442 -0.67173 0.25033
C -1.22142 -2.07804 -1.22347
C -1.86406 -3.30730 -1.33716
C -1.45563 -1.13986 -2.42055
C -0.61908 0.12429 -2.39710
C -2.93240 -0.71637 -2.40129
C -1.13706 -1.86189 -3.73859
H -3.00676 -7.50044 0.32783
H -2.86579 -6.16351 1.46408
H -1.41371 -6.86408 0.72594
H -2.53115 -7.23559 -2.07436
H -0.94707 -6.51916 -1.75134
H -2.11452 -5.67090 -2.77048
H -4.62057 -6.25267 -1.02739
H -4.23592 -4.67882 -1.71988
H -4.50852 -4.83211 0.01943
H -1.07534 -4.77812 1.57190
H -2.42754 -3.48755 -2.24171
H -0.90350 0.72969 -1.54766
H -0.80509 0.70737 -3.30259
H 0.44708 -0.09377 -2.34758
H -3.17725 -0.21468 -1.46004
H -3.59622 -1.57506 -2.49664
H -3.14039 -0.03277 -3.22763
H -0.10214 -2.20829 -3.75198
H -1.27566 -1.16695 -4.56923
H -1.78204 -2.71837 -3.92590
F 2.28406 2.38989 1.10652
Te 0.99611 4.42097 2.40248
F 2.09924 5.20811 1.13558
F 0.65869 5.91009 3.44245
F -0.42714 5.15547 1.26350
F 2.57417 4.27061 3.45672
O -1.30927 1.20886 3.78390
*
```

A structure of composition C31H25N4O4W in a non-equilibrium geometry, computed with wB97M-V/def2-TZVPD.

Computed properties:
Gap between HOMO and LUMO (spin up / spin down)   0.2596 / 0.2858 hartree
<S²>   2.016
LUMO energy (spin up / spin down)   -3.276 / -3.792 eV
Energy relative to the best compared isomer or geometry (same formula, charge and spin)   0.0 kcal/mol
F_max   0.02680 hartree/bohr
Molecular weight   701.4 g mol⁻¹
HOMO energy (spin up / spin down)   -0.380 / -0.425 hartree

ORCA input file:
```
! RIJCOSX wB97M-V def2-TZVPD def2/J DEFGRID3
* xyz 1 3
W -0.24236 1.12334 1.72205
O 1.30425 2.11396 2.36733
C 2.15720 1.90138 3.37017
C 3.13408 2.86794 3.61341
C 4.05605 2.70123 4.62024
C 4.03495 1.54836 5.42301
C 3.08124 0.59575 5.19401
C 2.11408 0.74321 4.17650
C 1.13754 -0.28533 4.02458
N 0.13520 -0.29180 3.19173
C -0.76820 -1.47368 3.25964
C -1.55876 -1.61372 1.96606
N -2.01432 -0.26521 1.64095
C -2.88205 -0.02915 0.72641
C -3.32270 1.32685 0.45553
C -4.42527 1.47149 -0.39167
C -5.05419 2.69530 -0.51749
C -4.58450 3.76986 0.23802
C -3.48875 3.64139 1.07623
C -2.82402 2.42983 1.17638
O -1.72181 2.35479 1.95146
H 3.14287 3.74770 2.98379
H 4.80373 3.46358 4.79140
H 4.76297 1.41886 6.21068
H 3.04849 -0.29857 5.80578
H 1.23581 -1.14950 4.67935
H -0.19024 -2.37717 3.45248
H -1.45974 -1.31671 4.08950
H -0.93058 -2.01159 1.16722
H -2.38973 -2.30437 2.12142
H -3.38223 -0.79952 0.13702
H -4.79117 0.60451 -0.92908
H -5.90680 2.82120 -1.16891
H -5.08122 4.72799 0.16097
H -3.11547 4.48134 1.64648
O -0.09404 2.14528 -0.30380
C 0.28234 1.06118 -0.80685
N 0.54368 0.70547 -2.05775
C 0.76137 -0.74679 -2.13465
C 0.79702 -1.11797 -0.62310
O 1.04210 -2.19476 -0.15280
N 0.42157 0.01915 0.06654
C 2.03798 -1.06251 -2.88920
C 3.24507 -1.22549 -2.21985
C 4.41541 -1.43201 -2.93644
C 4.38553 -1.47060 -4.32189
C 3.18211 -1.30606 -4.99328
C 2.01089 -1.10706 -4.27969
C -0.47773 -1.47205 -2.66862
C -0.39494 -2.83508 -2.93356
C -1.51986 -3.53152 -3.34421
C -2.73613 -2.87770 -3.49323
C -2.82308 -1.52043 -3.22394
C -1.69795 -0.81911 -2.80482
H 0.50801 1.31909 -2.85500
H 3.27858 -1.20889 -1.13788
H 5.35026 -1.56659 -2.40898
H 5.29790 -1.63368 -4.87978
H 3.15303 -1.33944 -6.07421
H 1.06859 -0.99869 -4.80420
H 0.55144 -3.34668 -2.81454
H -1.44682 -4.59051 -3.55370
H -3.60854 -3.42441 -3.82545
H -3.76220 -0.99735 -3.35324
H -1.78595 0.24165 -2.60451
*
```

An isolated molecule of C5H5N3O in a non-equilibrium geometry, computed with wB97M-V/def2-TZVPD.

Computed properties:
Gap between HOMO and LUMO (spin up / spin down)   0.2549 / 0.2550 hartree
LUMO energy (spin up / spin down)   0.512 / 0.512 eV
Energy relative to the best compared isomer or geometry (same formula, charge and spin)   102.0 kcal/mol
F_max   0.10674 hartree/bohr
Molecular weight   123.1 g mol⁻¹
HOMO energy (spin up / spin down)   -0.236 / -0.236 hartree

ORCA input file:
```
! RIJCOSX wB97M-V def2-TZVPD def2/J DEFGRID3
* xyz 0 1
C 2.11546 0.31299 -0.09328
C 3.35934 0.27202 0.07766
C -0.52097 0.80778 0.18736
C -1.08527 -1.35428 -0.15493
C -2.27863 -0.64172 0.06697
N 1.25274 -0.78532 -0.21332
N -0.02787 -0.43420 0.01477
N -1.90844 0.66496 0.20483
O 4.49542 0.18420 -0.06374
H 1.57312 1.19751 -0.30941
H -1.02558 -2.47595 -0.27085
H -3.35493 -0.88785 -0.07600
H -2.53505 1.44300 0.28926
H -0.05934 1.69686 0.34070
*
```

Among the records above, which one has the highest molecular weight?
C33H35BrF5NO2S4TaTe

Number 2 is which compound?
C31H25N4O4W

Which of these has the highest molecular weight?
C33H35BrF5NO2S4TaTe